(1)
The following is a DFT calculation (ωB97M-V with the def2-TZVPD basis set) of 6 unconnected molecules or ions with the total composition C36H43FN5OP2S in a non-equilibrium geometry.

CARTESIAN COORDINATES (ANGSTROEM)
C (-1.66298, 2.20460, -6.96076)
C (-2.32588, 1.12403, -7.89002)
F (-1.36966, 0.60405, -8.78414)
P (-3.12242, -0.30967, -6.93877)
S (-5.06814, 0.41116, -6.40016)
C (-2.19383, -0.59557, -5.34142)
O (-1.87712, -1.95661, -5.06275)
C (-0.45513, -2.04242, -4.96256)
C (0.31532, -1.83958, -6.19660)
C (1.76344, -1.93545, -6.26335)
C (2.46942, -2.24707, -5.02306)
C (1.71032, -2.40862, -3.79213)
C (0.24474, -2.31468, -3.72412)
P (-3.33516, -1.99763, -8.26971)
C (-2.29064, -3.47181, -7.82169)
C (-5.11440, -2.44522, -8.63692)
H (-1.91394, 3.25165, -7.26850)
H (-1.89986, 2.07699, -5.87445)
H (-0.55411, 2.09550, -7.06878)
H (-3.15085, 1.58466, -8.49643)
H (-5.78559, 0.51885, -7.57173)
H (-1.28740, 0.07125, -5.27033)
H (-2.87087, -0.23969, -4.50324)
H (-0.23159, -1.59723, -7.13716)
H (2.25920, -1.79702, -7.25524)
H (3.57477, -2.34642, -5.07244)
H (2.31313, -2.61612, -2.86981)
H (-0.31041, -2.44130, -2.76502)
H (-2.64742, -4.31939, -8.47998)
H (-1.20400, -3.34985, -8.07671)
H (-2.42470, -3.84658, -6.77107)
H (-5.83708, -1.68408, -8.24906)
H (-5.35184, -3.45770, -8.21561)
H (-5.21011, -2.45394, -9.75809)
N (2.67259, -1.97172, -0.50307)
C (3.15498, -0.78959, -0.10218)
C (2.73212, -0.13180, 1.04276)
C (1.75049, -0.72966, 1.81601)
C (1.23287, -1.95146, 1.42345)
C (1.72509, -2.52845, 0.26445)
H (3.91933, -0.36032, -0.74196)
H (3.16020, 0.82415, 1.32124)
H (1.39204, -0.24712, 2.71761)
H (0.46611, -2.44422, 2.00371)
H (1.35313, -3.48786, -0.08216)
N (1.63368, -2.75508, 4.89164)
C (2.11504, -1.57145, 5.29372)
C (1.68820, -0.91262, 6.43662)
C (0.70374, -1.50900, 7.20812)
C (0.18826, -2.73300, 6.81257)
C (0.68590, -3.31048, 5.65454)
H (2.88079, -1.14225, 4.65585)
H (2.11510, 0.04231, 6.71393)
H (0.34224, -1.02516, 8.10818)
H (-0.58168, -3.22893, 7.38928)
H (0.31586, -4.26947, 5.30693)
N (4.24274, 2.87189, 2.33080)
C (5.46794, 2.36435, 2.50687)
C (6.43228, 2.94005, 3.31824)
C (6.11298, 4.11206, 3.98474)
C (4.85070, 4.65862, 3.81749)
C (3.95765, 4.00237, 2.98594)
H (5.67214, 1.44790, 1.96238)
H (7.40726, 2.48304, 3.42510)
H (6.83979, 4.59416, 4.62782)
H (4.56536, 5.57276, 4.32122)
H (2.95683, 4.38971, 2.82654)
N (-1.51688, -0.89703, 2.69004)
C (-2.54583, -0.63310, 1.87858)
C (-3.69720, 0.02499, 2.28234)
C (-3.79072, 0.43068, 3.60511)
C (-2.73734, 0.16554, 4.46522)
C (-1.62982, -0.49546, 3.96046)
H (-2.42658, -0.97232, 0.85434)
H (-4.49900, 0.21487, 1.58054)
H (-4.67449, 0.94748, 3.96084)
H (-2.77366, 0.46562, 5.50448)
H (-0.77815, -0.72226, 4.59545)
N (0.55301, 2.68880, 6.16185)
C (-0.47873, 2.96174, 5.35570)
C (-1.62453, 3.62460, 5.76683)
C (-1.71036, 4.02596, 7.09054)
C (-0.65476, 3.75311, 7.94605)
C (0.44789, 3.08740, 7.43418)
H (-0.36606, 2.62472, 4.33025)
H (-2.42829, 3.82079, 5.06894)
H (-2.59002, 4.54587, 7.45155)
H (-0.68585, 4.05046, 8.98604)
H (1.30039, 2.85467, 8.06406)

Values from the calculation:
HOMO energy   -0.3888 hartree
Gap between HOMO and LUMO   7.063 eV
Charge   +1
LUMO   -3.52 eV
DFT total energy   -2927.01938 hartree

(2)
The following is a DFT calculation (ωB97M-V with the def2-TZVPD basis set) of a molecular structure, C36H50BClCrIN7OS.

CARTESIAN COORDINATES (ANGSTROEM)
Cr (-0.55218, -1.20403, 1.01635)
C (4.17931, -1.84972, 1.28250)
C (3.28949, -0.68710, 1.73410)
C (4.11669, 0.35613, 2.49338)
C (2.59284, -0.04420, 0.57073)
C (3.22552, 0.64436, -0.47502)
C (2.20598, 1.11225, -1.27338)
C (2.30481, 1.85177, -2.57352)
C (3.63804, 2.58376, -2.69869)
C (2.10477, 0.87446, -3.73462)
N (1.03902, 0.70649, -0.72805)
N (1.27394, 0.00090, 0.41298)
B (-0.39472, 1.20212, -1.06231)
N (-1.32003, 0.09796, -1.61823)
N (-1.64932, -0.92717, -0.77679)
C (-2.53308, -1.70066, -1.40886)
C (-2.78565, -1.15441, -2.66762)
C (-2.01212, -0.01727, -2.77400)
C (-2.06374, 0.83227, -4.03203)
C (-1.36197, 0.11282, -5.19076)
C (-1.64192, 2.29617, -3.98679)
C (-3.19409, -2.93029, -0.85126)
C (-4.51562, -3.21860, -1.56509)
C (-2.28503, -4.15773, -0.90627)
N (-1.01029, 1.83542, 0.21157)
N (-1.14958, 1.16179, 1.39971)
C (-1.67323, 2.03844, 2.25650)
C (-1.89893, 3.26946, 1.61549)
C (-1.45813, 3.10617, 0.32729)
C (-1.43751, 4.16256, -0.74274)
C (-0.53470, 5.32703, -0.32728)
C (-2.85569, 4.64957, -1.04566)
C (-1.99755, 1.86369, 3.72473)
C (-1.46477, 3.06548, 4.52101)
C (-1.50831, 0.59200, 4.38712)
H (4.75242, -2.24485, 2.12522)
H (3.59886, -2.66686, 0.85053)
H (4.88586, -1.50634, 0.52233)
H (2.52936, -1.06497, 2.40771)
H (4.98716, 0.66306, 1.90638)
H (3.52658, 1.24715, 2.71184)
H (4.47972, -0.05949, 3.43650)
H (4.28534, 0.77871, -0.61877)
H (1.50598, 2.59491, -2.61126)
H (4.46928, 1.87519, -2.72817)
H (3.66431, 3.16461, -3.62322)
H (3.79994, 3.26260, -1.85983)
H (2.97631, 0.22141, -3.82816)
H (1.23694, 0.23917, -3.55730)
H (1.96713, 1.40478, -4.68068)
H (-0.28507, 2.04426, -1.88663)
H (-3.47019, -1.52216, -3.41405)
H (-3.13020, 0.83639, -4.27509)
H (-0.28324, 0.09065, -5.03784)
H (-1.70888, -0.91636, -5.28236)
H (-1.55984, 0.63213, -6.13276)
H (-0.55982, 2.40840, -3.90638)
H (-1.95726, 2.77610, -4.91704)
H (-2.10783, 2.82733, -3.15777)
H (-3.39141, -2.71997, 0.20168)
H (-4.35943, -3.53105, -2.60252)
H (-5.02797, -4.03488, -1.05225)
H (-5.17650, -2.34939, -1.56531)
H (-1.93018, -4.34247, -1.92530)
H (-1.42276, -4.02597, -0.25613)
H (-2.83794, -5.03795, -0.56654)
H (-2.32523, 4.15900, 2.05062)
H (-1.02413, 3.74146, -1.65376)
H (-0.92405, 5.81492, 0.56950)
H (0.47495, 4.97625, -0.10526)
H (-0.47528, 6.07308, -1.12441)
H (-3.28036, 5.16014, -0.17767)
H (-2.85366, 5.35015, -1.88521)
H (-3.51309, 3.81395, -1.29282)
H (-3.09117, 1.88724, 3.78935)
H (-0.37417, 3.10074, 4.44978)
H (-1.85343, 4.01990, 4.16788)
H (-1.73207, 2.95771, 5.57548)
H (-0.43324, 0.68608, 4.57908)
H (-1.99729, 0.47270, 5.35760)
H (-1.69044, -0.29784, 3.77770)
Cl (3.36890, -6.57412, 3.05653)
C (2.48287, -5.37965, 2.13245)
C (2.40130, -5.50383, 0.77914)
C (1.68565, -4.56858, 0.00636)
I (1.61542, -4.74878, -2.06550)
C (1.03315, -3.49002, 0.58676)
O (0.35220, -2.60695, -0.04727)
C (1.17775, -3.35044, 2.01455)
N (0.60263, -2.23376, 2.53220)
C (0.65537, -2.04717, 3.82636)
C (1.30287, -2.94185, 4.69351)
C (1.90921, -4.05556, 4.19024)
C (1.86855, -4.29079, 2.80140)
H (2.89482, -6.33599, 0.29495)
H (0.16282, -1.16885, 4.20339)
H (1.30873, -2.73528, 5.75554)
H (2.41721, -4.75713, 4.83893)
S (-2.27573, -2.02277, 2.13129)

Values from the calculation:
Expectation value of S²   3.829
Energy above the lowest of the compared OMol25 structures with the same formula, charge and spin   25.0 kcal/mol
HOMO energy (alpha / beta)   -0.1201 / -0.1307 hartree
Gap between HOMO and LUMO (alpha / beta)   5.564 / 5.853 eV
Spin multiplicity   4
Charge   -1
LUMO (alpha / beta)   2.30 / 2.30 eV
DFT total energy   -4086.00051 hartree